[1]
C17H28N6O6SeSr | wB97M-V/def2-TZVPD

XYZ file:
```
59
Properties=species:S:1:pos:R:3:forces:R:3
O -2.096 4.835 -3.032 1.3 -0.5 -0.2
H -1.650 4.574 -3.864 -0.5 0.4 0.6
Sr -0.693 1.699 -1.580 -2.9 1.7 2.9
N -0.082 -1.032 -0.954 0.8 -1.0 0.2
N -1.861 -0.287 -2.547 -0.5 -0.1 -0.1
N 1.057 1.723 0.822 2.1 2.0 0.9
N 0.241 3.765 -0.337 2.3 0.2 1.5
O 0.999 -1.338 -0.297 -0.9 -0.2 -0.4
O 1.733 0.602 1.281 -0.2 -1.2 -0.2
O 0.076 4.629 -1.265 -0.5 0.8 -0.5
O -2.891 0.258 -3.040 0.5 -0.6 -0.2
C -1.713 -1.639 -2.509 0.4 0.6 0.4
C -0.692 -2.065 -1.609 -0.2 1.3 -0.4
C 1.630 2.858 1.285 -1.7 -2.8 -1.1
C 1.170 4.031 0.620 -2.5 0.1 -1.8
C -0.353 -3.508 -1.470 0.3 -0.1 0.2
H -1.256 -4.099 -1.247 0.2 0.2 -0.1
H 0.374 -3.652 -0.664 -0.1 0.0 -0.2
H 0.084 -3.875 -2.412 -0.1 0.0 0.3
C -2.512 -2.556 -3.355 -0.4 -0.2 -0.2
H -3.215 -1.968 -3.959 0.2 -0.2 0.2
H -3.078 -3.274 -2.738 0.1 0.2 -0.2
H -1.857 -3.135 -4.027 -0.2 0.2 0.3
C 2.724 2.913 2.304 0.2 -0.3 0.1
C 1.727 5.387 0.824 0.3 0.3 -0.2
H 2.926 1.900 2.673 0.1 0.4 -0.1
H 2.440 3.566 3.146 0.1 -0.2 -0.4
H 3.641 3.333 1.854 -0.3 -0.2 0.2
H 0.919 6.122 0.908 0.1 -0.1 -0.1
H 2.356 5.675 -0.029 -0.1 0.1 0.1
H 2.333 5.426 1.732 -0.1 0.1 -0.1
H 1.414 -0.131 0.645 0.4 0.6 0.8
H -1.321 4.942 -2.410 -0.7 -0.1 -0.2
C 1.149 1.051 -2.628 5.5 -1.0 -3.5
H 1.301 0.128 -3.181 -0.9 -0.5 0.2
H 2.019 1.120 -1.973 -0.6 0.3 0.9
H 1.204 1.873 -3.364 -0.8 0.2 0.5
O 2.374 -2.125 -2.754 0.6 0.3 0.3
H 3.326 -2.059 -2.943 -0.6 -0.1 0.1
H 2.277 -1.818 -1.827 -0.1 -0.3 -0.4
C -3.043 -2.134 0.967 -0.1 -0.1 -0.1
N -2.066 -1.409 1.747 0.0 0.7 0.0
C -1.874 -0.048 1.701 0.9 -1.1 0.7
Se -2.795 1.150 0.648 -0.2 0.0 0.4
N -0.815 0.189 2.530 -0.7 0.4 -0.1
C -0.277 -1.000 3.014 0.5 0.4 -0.5
C 0.979 -1.239 3.558 -0.1 -0.6 0.4
C 1.400 -2.579 3.598 -0.1 0.7 0.2
C 0.609 -3.611 3.072 -0.7 -0.1 -0.2
C -0.647 -3.352 2.496 0.5 0.5 0.7
C -1.069 -2.019 2.513 0.1 -0.3 -0.9
H -3.924 -1.504 0.836 0.1 -0.1 0.0
H -3.301 -3.049 1.509 -0.1 0.2 -0.1
H -2.643 -2.403 -0.019 -0.1 0.1 0.2
H -0.398 1.117 2.631 -0.2 -0.5 -0.3
H 1.564 -0.400 3.932 0.1 -0.4 -0.2
H 2.371 -2.817 4.036 -0.3 0.1 -0.2
H 0.983 -4.634 3.107 -0.1 0.3 0.0
H -1.279 -4.105 2.048 0.2 -0.2 0.0
```
Forces are in eV/Å.

Values from the calculation:
highest occupied orbital energy (alpha / beta): -6.818 / -6.821 eV

Atom charges from the Löwdin analysis, given in e for atoms 1 to 2: O -0.11; H 0.03


[2]
C17H28NO2P2SeTl | wB97M-V/def2-TZVPD

XYZ file:
```
52
Properties=species:S:1:pos:R:3:forces:R:3
Tl 0.059 0.323 0.567 1.1 0.6 -0.1
P 1.017 -2.074 -0.129 -0.5 0.3 2.3
C 1.318 -2.096 -1.839 0.0 -0.2 -1.2
C 0.562 -1.280 -2.718 -0.4 0.6 -0.3
N -0.140 -0.211 -2.209 0.2 0.2 -0.3
C -0.806 0.589 -3.036 -0.1 -0.4 0.5
C -0.908 0.322 -4.401 0.2 0.0 -0.6
C -0.221 -0.754 -4.952 -0.1 -0.1 0.3
C 0.540 -1.553 -4.112 0.1 0.1 0.5
C -1.538 1.803 -2.488 -0.2 0.0 0.3
P -0.829 2.434 -0.908 -0.3 0.8 -1.0
H 1.110 -2.403 -4.474 -0.1 0.1 -0.1
H -1.503 0.989 -5.019 0.1 -0.2 0.0
H -0.293 -0.986 -6.005 0.0 0.1 0.0
H -1.574 2.592 -3.248 0.2 0.0 0.2
H -2.595 1.578 -2.291 0.1 -0.3 0.0
H 3.706 -0.910 -2.506 0.0 0.3 0.2
H 1.954 -2.838 -2.333 -0.1 0.1 0.4
H 4.003 1.514 -0.947 -0.2 0.4 1.0
O 4.339 -0.202 -2.312 0.7 -1.0 -0.8
H 5.140 -0.537 -2.790 -0.7 0.7 0.7
H 1.607 0.977 1.210 -0.7 -0.2 -0.1
O 3.733 1.973 -0.108 -0.7 -0.2 -1.4
H 2.953 2.503 -0.385 0.9 -0.4 0.3
C 0.486 3.581 -1.476 0.3 -0.1 0.3
H 0.121 4.429 -2.083 -0.1 -0.5 0.3
H 0.959 3.990 -0.566 0.0 -0.1 -0.4
H 1.232 3.023 -2.067 -0.2 0.2 0.3
C -2.108 3.549 -0.181 0.1 -0.4 0.2
H -1.634 3.996 0.709 -0.3 -0.1 -0.2
H -2.476 4.365 -0.826 0.4 -0.5 0.0
H -2.964 2.923 0.126 0.3 0.4 0.0
C -0.075 -3.459 0.369 0.0 -0.4 -0.4
H 0.383 -4.447 0.179 -0.1 0.4 0.0
H -0.323 -3.389 1.439 0.2 0.1 -0.4
H -1.001 -3.383 -0.224 0.3 -0.1 0.3
C 2.531 -2.151 0.910 0.1 -0.1 -0.3
H 2.230 -2.182 1.971 0.0 0.0 -0.4
H 3.160 -3.037 0.706 -0.4 0.4 0.0
H 3.125 -1.237 0.738 -0.2 -0.3 0.1
Se -1.885 1.291 2.325 0.5 -0.7 -0.4
C -1.863 0.075 3.698 -0.1 -0.3 1.2
C -1.684 -1.333 3.633 -0.3 -0.4 0.5
C -1.952 -2.125 4.766 0.4 0.0 -0.9
C -2.353 -1.557 5.979 -0.1 0.4 0.1
C -2.470 -0.163 6.060 0.3 0.3 -0.3
C -2.184 0.644 4.962 -0.6 -0.5 0.3
H -1.385 -1.804 2.691 -0.2 0.2 0.3
H -1.852 -3.215 4.713 0.0 0.5 -0.1
H -2.577 -2.180 6.861 0.1 0.3 -0.7
H -2.787 0.320 6.977 0.1 -0.1 0.0
H -2.286 1.722 5.045 0.0 -0.1 0.0
```
Forces are in eV/Å.

Values from the calculation:
energy relative to the best compared isomer or geometry (same formula, charge and spin): 0.0 kJ/mol
charge: +2
highest occupied orbital energy (alpha / beta): -14.646 / -14.340 eV

Atom charges from the Löwdin analysis, given in e for atoms 1 to 2: Tl 0.49; P 0.78


[3]
C17H28NO4 | wB97M-V/def2-TZVPD

XYZ file:
```
50
Properties=species:S:1:pos:R:3:forces:R:3
C -0.367 -2.206 2.507 -0.1 -0.2 0.2
H -0.790 -3.029 1.925 0.0 0.0 0.0
H -1.136 -1.789 3.154 0.0 -0.1 0.0
H 0.453 -2.579 3.123 0.0 0.0 0.0
O 0.058 -1.147 1.672 0.5 0.2 -0.4
C 1.165 -1.373 0.876 0.0 0.3 -0.1
C 1.750 -2.611 0.673 -0.2 0.0 0.1
C 2.851 -2.707 -0.159 0.0 0.1 0.0
C 3.378 -1.590 -0.773 0.1 0.1 -0.1
C 2.814 -0.332 -0.569 -0.1 0.1 0.0
C 1.683 -0.231 0.250 -0.2 0.0 0.1
O 1.024 0.946 0.574 0.4 -0.3 0.0
C 0.966 2.015 -0.367 0.0 0.7 -0.5
C -0.081 3.022 0.127 0.1 -0.4 0.3
C 0.318 3.604 1.483 0.0 0.0 -0.3
H -0.474 4.231 1.885 -0.1 0.1 0.1
H 0.558 2.818 2.194 0.0 0.0 0.2
H 1.205 4.221 1.370 0.1 0.0 0.1
C -1.473 2.385 0.162 0.2 0.7 -0.7
N -1.529 1.285 1.157 0.5 -0.1 0.3
H -0.616 0.754 1.053 -0.6 0.2 0.3
C -2.690 0.383 1.009 -0.3 -0.6 -0.4
H -2.754 -0.250 1.894 0.1 0.1 0.0
H -3.599 0.985 0.927 0.1 0.0 0.1
C -2.562 -0.521 -0.227 0.1 -0.1 0.4
C -3.637 -1.622 -0.233 0.1 0.2 -0.1
H -3.260 -2.564 0.156 0.0 0.0 0.1
H -4.493 -1.312 0.368 -0.1 0.0 0.1
C -4.031 -1.702 -1.707 0.1 0.3 0.0
H -5.044 -2.063 -1.856 0.0 -0.1 0.0
C -3.860 -0.250 -2.140 -0.3 -0.2 -0.2
H -3.656 -0.127 -3.203 -0.1 0.0 0.0
H -4.739 0.348 -1.870 0.0 0.0 -0.1
O -2.721 0.221 -1.426 0.1 0.1 0.0
H -3.339 -2.341 -2.254 0.0 0.0 0.0
H -1.553 -0.955 -0.239 -0.1 0.0 0.0
H -1.516 1.691 2.096 0.0 -0.1 -0.1
H -2.229 3.133 0.414 0.0 -0.2 0.1
H -1.716 1.958 -0.813 0.0 0.0 0.2
H -0.120 3.830 -0.608 0.0 -0.1 0.0
H 0.691 1.630 -1.355 0.1 0.0 0.1
H 1.940 2.503 -0.441 -0.2 -0.1 0.0
O 3.301 0.817 -1.113 -0.4 -0.2 0.4
C 4.443 0.746 -1.942 0.3 0.0 -0.2
H 5.308 0.359 -1.397 0.0 0.0 0.0
H 4.640 1.772 -2.248 0.0 -0.1 0.0
H 4.258 0.133 -2.828 0.0 0.0 0.0
H 4.244 -1.697 -1.403 0.1 0.0 -0.1
H 3.308 -3.669 -0.325 0.0 -0.1 0.0
H 1.361 -3.495 1.148 -0.1 -0.1 0.1
```
Forces are in eV/Å.

Values from the calculation:
energy relative to the best compared isomer or geometry (same formula, charge and spin): 73.1 kJ/mol
charge: +1
SMILES: COc1cccc(OC)c1OC[C@H](C)C[NH2+]C[C@H]1CCCO1
highest occupied orbital energy: -11.230 eV

Atom charges from the natural (NBO) analysis, given in e for atoms 1 to 2: C -0.25; H 0.18


[4]
C17H28O2 | wB97M-V/def2-TZVPD

XYZ file:
```
47
Properties=species:S:1:pos:R:3:forces:R:3
O 2.244 -2.862 -1.253 -1.8 -0.2 1.3
O 0.317 -2.912 0.019 0.8 -0.5 -0.4
C 1.093 -3.238 -1.049 1.6 -0.1 -1.3
C -2.716 1.595 0.183 2.0 1.3 -2.3
C -0.138 4.648 0.792 2.5 -1.1 0.6
C -1.488 1.937 -0.409 -3.0 -1.0 1.3
C 0.734 3.628 1.088 -2.1 1.7 -0.7
C -1.412 2.705 -1.725 0.0 -0.4 0.7
C -1.065 -3.864 -2.206 -1.1 -0.2 0.3
C 1.010 -3.940 -3.526 1.5 0.0 1.0
C -0.807 2.212 2.572 -0.2 0.4 0.0
C 0.944 -2.232 1.124 -0.1 1.3 0.9
C 1.508 0.024 2.211 -0.5 -0.7 0.0
C -0.322 -0.099 0.530 0.4 0.2 -0.5
C 1.554 1.538 2.046 -0.2 -0.7 -0.7
C 0.420 -4.150 -2.117 -0.6 1.2 0.0
C -0.181 1.408 0.184 -1.3 -0.2 1.2
C 1.019 -0.694 0.918 -0.1 -0.3 0.7
C 0.281 2.219 1.469 0.8 -0.5 0.3
H -2.824 0.956 1.046 0.2 0.1 0.1
H -3.670 1.943 -0.273 0.9 -0.2 0.3
H -1.205 4.554 0.880 -0.2 -0.1 0.0
H 0.295 5.613 0.488 -0.4 -0.4 0.1
H 1.811 3.848 0.979 -0.6 -0.4 0.1
H -1.058 2.001 -2.487 0.0 0.1 0.0
H -0.659 3.498 -1.639 -0.3 0.0 -0.1
H -2.392 3.097 -2.037 0.4 -0.1 0.2
H -1.597 -3.959 -1.252 0.3 -0.2 -0.1
H -1.277 -2.825 -2.516 0.2 -0.5 -0.3
H -1.506 -4.607 -2.897 0.0 0.7 0.1
H 0.723 -2.950 -3.864 0.1 0.2 -0.3
H 0.631 -4.683 -4.217 -0.2 -0.1 -0.1
H 2.128 -4.021 -3.490 -1.0 0.2 -0.2
H -0.401 2.589 3.528 0.0 -0.1 -0.5
H -1.650 2.851 2.284 0.2 -0.1 0.1
H -1.239 1.219 2.777 0.4 0.3 -0.2
H 0.332 -2.393 2.038 0.1 -0.3 -0.8
H 1.952 -2.597 1.342 -0.1 -0.3 -0.4
H 2.521 -0.346 2.445 -0.4 0.2 0.2
H 0.814 -0.200 3.059 0.5 -0.3 -0.6
H -1.051 -0.253 1.317 -0.1 -0.1 0.2
H -0.693 -0.631 -0.342 -0.2 0.1 -0.2
H 2.353 1.682 1.336 0.5 0.5 -0.3
H 1.828 1.993 2.991 0.1 0.3 0.1
H 0.538 -5.193 -1.874 0.3 -0.4 0.6
H 0.572 1.447 -0.571 0.8 0.4 -0.6
H 1.728 -0.557 0.098 0.1 0.3 0.0
```
Forces are in eV/Å.

Values from the calculation:
energy relative to the best compared isomer or geometry (same formula, charge and spin): 91.6 kJ/mol
SMILES: C=C[C@]1(C)CC[C@@H](COC(=O)C(C)C)C[C@H]1C(=C)C
highest occupied orbital energy: -8.867 eV

Atom charges from the natural (NBO) analysis, given in e for atoms 1 to 2: O -0.61; O -0.51


[5]
C17H28OPW | wB97M-V/def2-TZVPD

XYZ file:
```
48
Properties=species:S:1:pos:R:3:forces:R:3
C -0.592 2.420 -2.084 1.2 -0.3 1.7
C -2.105 2.301 -1.951 -0.4 0.9 -1.3
C -0.140 3.904 -1.973 -0.8 0.1 -1.2
C -0.136 1.837 -3.425 -0.5 0.9 -1.0
H -0.626 4.422 -2.869 0.7 -0.2 1.1
H 0.948 4.043 -2.040 -0.3 -0.1 -0.2
H -0.459 4.415 -1.052 -0.1 -0.2 -0.5
H -2.524 2.883 -2.820 0.0 -0.6 0.7
H -2.533 2.730 -1.036 0.3 0.1 -0.5
H -2.442 1.265 -2.036 0.0 0.1 0.0
H -0.632 2.474 -4.231 0.6 -0.9 0.7
H -0.460 0.794 -3.548 -0.1 0.3 -0.1
H 0.957 1.864 -3.607 -0.6 0.2 0.1
C 0.276 0.747 2.048 0.0 1.1 -0.2
C 0.594 2.108 1.712 -1.3 0.4 0.1
C -0.546 2.656 0.981 -0.8 -0.3 1.1
H 1.480 2.656 2.079 -0.9 -0.4 -0.4
C -1.509 1.547 0.836 -0.2 0.7 0.9
C -0.965 0.386 1.512 -0.5 0.5 -1.1
H -1.381 -0.638 1.571 0.2 1.0 -0.2
H 0.851 0.142 2.721 0.4 -0.4 -0.3
H -0.707 3.717 0.719 0.1 -1.0 0.3
H -2.537 1.663 0.468 0.8 -0.3 0.2
C 2.052 -0.718 -0.713 -1.0 0.4 -1.0
C 2.538 -0.039 0.429 0.7 0.2 -1.2
C 2.660 1.340 0.111 0.3 0.1 -1.0
H 3.034 -0.553 1.261 -0.9 0.4 0.0
C 2.264 1.578 -1.270 1.2 -1.5 -1.0
C 1.845 0.239 -1.789 0.8 0.3 0.5
H 1.431 0.009 -2.777 0.6 0.1 0.6
H 1.826 -1.807 -0.727 0.0 1.1 0.0
H 3.086 2.078 0.787 -0.2 -0.1 -0.4
H 2.386 2.486 -1.854 0.2 -0.3 0.2
W 0.356 1.233 -0.436 0.5 -2.3 3.2
C -0.067 -3.245 3.197 0.0 -0.3 -0.8
P -0.299 -3.771 1.395 0.7 1.2 1.9
C 0.125 -5.497 1.331 0.2 -0.7 -0.3
C -2.046 -3.507 1.073 -0.4 0.1 -0.8
O 0.577 -2.908 0.557 0.0 0.2 -0.4
H 1.032 -3.102 3.337 -0.8 -0.2 0.0
H -0.455 -3.989 3.922 0.2 0.5 -0.4
H -0.574 -2.264 3.335 0.3 -0.7 0.0
H -0.513 -6.082 1.997 0.0 0.0 -0.1
H 0.018 -5.866 0.299 0.0 0.1 0.3
H 1.185 -5.649 1.622 -0.6 0.3 -0.1
H -2.329 -2.465 1.299 0.2 -0.5 0.0
H -2.259 -3.663 -0.002 0.2 0.0 0.5
H -2.681 -4.174 1.641 -0.1 -0.1 0.2
```
Forces are in eV/Å.

Values from the calculation:
<S²>: 2.022
spin multiplicity: 3
charge: +1
highest occupied orbital energy (alpha / beta): -10.933 / -11.779 eV

Atom charges from the natural (NBO) analysis, given in e for atoms 1 to 2: C -0.31; C -0.62


[6]
C17H29AsCoS4 | wB97M-V/def2-TZVPD

XYZ file:
```
52
Properties=species:S:1:pos:R:3:forces:R:3
Co 0.012 -0.317 0.734 0.1 0.3 0.0
C -2.176 0.418 3.065 0.0 -0.1 0.0
C -3.003 0.745 1.833 0.0 0.0 0.0
S -2.034 0.951 0.310 0.0 0.0 0.0
C -1.305 2.603 0.543 0.0 0.0 0.0
C -0.153 2.799 -0.432 0.0 0.0 0.0
S 1.184 1.578 -0.273 0.0 0.0 0.0
C 2.069 2.163 1.203 0.0 0.0 0.0
C 2.931 1.041 1.761 0.0 0.0 0.0
S 2.017 -0.471 2.183 0.0 0.0 0.0
C 1.193 0.015 3.732 0.0 0.0 0.0
C 0.081 -0.974 4.044 0.0 0.0 0.0
S -1.197 -1.083 2.759 0.0 0.0 0.0
H -2.839 0.220 3.907 0.0 0.0 0.0
H -1.510 1.237 3.337 0.0 0.0 0.0
H -3.572 1.661 1.987 0.0 0.0 0.0
H -3.717 -0.048 1.612 0.0 0.0 0.0
H -0.983 2.715 1.580 0.0 0.0 0.0
H -2.082 3.340 0.343 0.0 0.0 0.0
H 0.288 3.787 -0.309 0.0 0.0 0.0
H -0.490 2.719 -1.465 0.0 0.0 0.0
H 1.348 2.526 1.936 0.0 0.0 0.0
H 2.702 2.996 0.900 0.0 0.0 0.0
H 3.458 1.373 2.655 0.0 0.0 0.0
H 3.685 0.724 1.039 0.0 0.0 0.0
H 0.810 1.032 3.636 0.0 0.0 0.0
H 1.940 0.000 4.526 0.0 0.0 0.0
H -0.407 -0.721 4.985 0.0 0.0 0.0
H 0.470 -1.988 4.143 0.0 0.0 0.0
C 1.134 -3.686 0.210 0.1 0.1 0.0
As -0.129 -2.413 -0.514 0.0 -0.4 0.0
C 0.197 -2.572 -2.409 0.1 0.2 0.0
C -1.876 -3.268 -0.301 0.1 -0.1 0.0
C -1.885 -4.673 -0.839 -0.1 0.1 0.1
C -2.248 -4.922 -2.156 -0.1 0.0 -0.2
C -2.242 -6.217 -2.657 0.0 0.1 -0.1
C -1.871 -7.275 -1.842 0.0 0.0 0.0
C -1.517 -7.037 -0.522 0.0 0.1 0.1
C -1.523 -5.741 -0.025 0.0 -0.1 0.1
H 0.959 -4.660 -0.243 0.0 0.0 0.0
H 1.032 -3.766 1.292 0.0 0.0 0.0
H 2.139 -3.343 -0.030 0.0 0.0 0.0
H 0.158 -3.632 -2.651 0.0 0.0 -0.1
H 1.178 -2.171 -2.655 0.0 0.0 0.0
H -0.565 -2.039 -2.974 0.0 0.0 0.0
H -2.579 -2.624 -0.833 -0.1 0.0 0.0
H -2.115 -3.239 0.762 0.0 0.0 0.0
H -2.560 -4.101 -2.795 0.0 0.0 0.0
H -2.538 -6.401 -3.682 0.0 0.0 0.0
H -1.875 -8.286 -2.228 0.0 0.0 0.0
H -1.245 -7.863 0.124 0.0 0.0 0.0
H -1.265 -5.562 1.014 0.0 0.0 0.0
```
Forces are in eV/Å.

Values from the calculation:
<S²>: 3.762
spin multiplicity: 4
charge: +2
highest occupied orbital energy (alpha / beta): -13.617 / -13.629 eV

Atom charges from the natural (NBO) analysis, given in e for atoms 1 to 2: Co 1.02; C -0.54